Entry from the OMol25 dataset: C23H42NO3P2Tl as an isolated structure (ωB97M-V/def2-TZVPD).

The calculation puts the HOMO energy at -6.532 eV. The value obtained for the energy relative to the best compared isomer or geometry (same formula, charge and spin) is 0.0000 eV. The net charge is 0. The multiplicity is 1.

Positions of all 72 atoms, in Å:
C  0.990294  -1.277647  -4.176869
C  1.038511  -0.910324  -2.802286
N  -0.141439  -0.768664  -2.110521
C  -1.319387  -1.033497  -2.682118
C  -1.411485  -1.397732  -4.027891
C  -0.239188  -1.517366  -4.771307
C  2.282751  -0.613687  -2.141997
P  2.423154  -0.357926  -0.400780
Tl  -0.019215  -0.996863  0.365807
P  -2.415903  -0.033458  -0.286919
C  -2.583516  -1.020840  -1.816905
O  1.844998  2.199579  -2.969437
O  -0.790505  2.652734  -2.649053
H  1.930163  -1.394272  -4.713644
H  -2.396035  -1.571512  -4.453447
H  -0.289620  -1.799120  -5.817664
C  3.171747  -1.771808  0.496073
C  3.434407  1.105849  0.006703
H  -3.420086  -0.606806  -2.393869
H  -2.834586  -2.051303  -1.517220
H  2.193223  1.300206  -2.741998
H  3.179343  -0.769921  -2.749124
C  -3.394833  -0.814768  1.037957
C  -3.156584  1.590799  -0.605216
H  0.486809  2.467398  -0.292549
H  -0.819250  3.584103  -2.341464
H  0.177280  2.464206  -2.781479
H  2.212397  2.384412  -3.853091
H  -0.162988  -2.748596  0.731702
H  -0.010314  2.090102  -0.712899
H  4.211266  -1.924426  0.166943
H  3.156045  -1.557613  1.578823
H  2.582598  -2.681034  0.301465
H  4.498234  0.910096  -0.203543
H  3.097289  1.973516  -0.579140
H  3.312211  1.321245  1.078795
H  -4.226905  1.471637  -0.845922
H  -3.041608  2.186936  0.314284
H  -2.611361  2.071852  -1.432724
H  -4.457562  -0.846278  0.751083
H  -3.021992  -1.832825  1.235735
H  -3.269530  -0.202475  1.946199
C  -1.165235  4.344559  4.066099
C  -0.713497  3.116504  3.283060
C  0.606648  3.418577  2.574409
C  -0.662454  1.853861  4.124485
C  -0.783781  1.829475  5.507279
C  -0.681521  0.635525  6.217310
C  -0.487701  -0.563153  5.546367
C  -0.395188  -0.626067  4.169349
C  -0.182090  -1.974354  3.534980
C  1.147180  -2.610055  3.909021
C  -1.331179  -2.940688  3.770167
C  -0.491288  0.605665  3.408095
O  -0.448004  0.642825  2.125095
H  -0.434897  4.605079  4.840975
H  -2.144070  4.184282  4.529446
H  -1.255027  5.197115  3.385052
H  -1.468193  2.924219  2.504319
H  1.414304  3.557720  3.303972
H  0.878096  2.605755  1.897372
H  0.506543  4.339989  1.991177
H  -0.954320  2.749408  6.071113
H  -0.760165  0.626601  7.305602
H  -0.403465  -1.491894  6.113626
H  -0.149085  -1.815619  2.459245
H  1.186129  -2.836975  4.980772
H  1.274959  -3.538190  3.343438
H  1.988369  -1.954996  3.655817
H  -2.275966  -2.526566  3.401132
H  -1.137693  -3.858738  3.207628
H  -1.435934  -3.182975  4.833704

Cartesian forces, eV/Å:
C -0.43 -0.10 0.17
C -0.13 0.42 0.45
N 0.23 -0.69 -0.25
C 0.28 -0.23 -0.74
C -0.51 0.27 0.67
C 0.65 0.20 0.26
C 0.06 -0.06 0.14
P -1.20 -0.62 -0.54
Tl 0.12 1.07 -0.15
P 1.01 -0.43 0.55
C -0.26 0.23 -0.09
O 0.81 -0.03 -0.65
O 0.16 0.84 -0.14
H -0.27 0.04 0.03
H 0.22 -0.04 -0.05
H 0.02 0.00 0.07
C 0.67 0.16 -0.03
C -0.02 0.02 0.25
H 0.10 -0.32 -0.05
H 0.05 0.25 -0.14
H -0.40 0.11 0.07
H -0.13 -0.03 0.30
C -0.54 0.10 -0.28
C 0.05 0.11 0.12
H -0.14 -0.23 0.05
H 0.10 -0.89 -0.31
H -0.70 0.14 0.05
H -0.29 -0.02 0.51
H -0.01 0.69 -0.48
H 0.31 0.19 0.32
H -0.26 -0.11 0.19
H 0.04 -0.11 -0.38
H 0.23 0.37 0.01
H -0.35 0.02 0.03
H 0.04 -0.35 0.19
H 0.10 -0.01 -0.31
H 0.38 0.07 0.07
H -0.06 -0.13 -0.36
H -0.19 -0.19 0.29
H 0.23 -0.11 0.28
H -0.15 0.39 -0.10
H 0.01 -0.24 -0.31
C -0.07 0.03 -0.05
C -0.38 -0.09 0.12
C 0.15 -0.08 -0.02
C 0.19 -0.81 -0.38
C 0.11 0.00 0.02
C -0.10 -0.15 0.47
C 0.00 0.20 0.29
C -0.09 1.11 -0.23
C -0.03 0.51 -0.34
C 0.19 -0.08 -0.03
C -0.12 -0.11 -0.13
C 0.03 -0.53 2.11
O 0.13 -0.66 -2.12
H -0.15 0.01 -0.05
H 0.15 0.04 0.06
H 0.04 -0.03 0.11
H 0.15 0.06 0.00
H -0.12 0.01 -0.07
H -0.01 0.07 0.14
H 0.08 -0.05 0.01
H 0.09 -0.20 -0.25
H 0.00 0.10 -0.28
H -0.04 0.21 -0.01
H -0.02 -0.06 0.58
H 0.08 0.01 -0.17
H 0.06 -0.07 0.13
H -0.12 -0.01 0.17
H 0.08 0.00 0.21
H -0.08 -0.12 0.15
H -0.06 -0.01 -0.18

---

Entry from the OMol25 dataset: C23H43Cl3N3O8RuSi as an isolated structure (ωB97M-V/def2-TZVPD).

The calculation puts the HOMO energy (spin up / spin down) at -7.824 / -7.952 eV. The value obtained for the energy relative to the best compared isomer or geometry (same formula, charge and spin) is 2.0835 eV. The net charge is 0. The multiplicity is 6.

Positions of all 82 atoms, in Å:
C  -1.893436  -0.471560  -4.514893
C  -1.298745  -1.617797  -3.732626
H  -1.798561  -0.633762  -5.593312
H  -1.360982  0.447174  -4.222075
H  -2.958018  -0.333961  -4.264423
C  -0.705879  -2.692313  -4.303726
C  -0.345211  -2.745417  -5.741239
H  -0.286765  -3.470671  -3.664667
H  0.224770  -1.847403  -6.020210
H  -1.218335  -2.815296  -6.402021
H  0.311329  -3.604684  -5.887757
Ru  0.405407  1.734362  0.834231
Cl  1.756445  3.548195  0.983901
C  -0.780884  -1.317601  1.952137
O  0.022655  -0.782697  1.167873
N  -0.445223  -2.287692  2.827620
C  0.927823  -2.760202  2.945471
C  -1.468551  -2.979140  3.575687
H  -1.857152  -1.042421  1.955971
H  1.573109  -1.970302  3.344860
H  1.324545  -3.107147  1.983120
H  0.921500  -3.603204  3.645327
H  -2.325263  -3.191678  2.916092
H  -1.766721  -2.337434  4.430215
H  -1.028731  -3.916134  3.949932
H  1.846478  2.329260  5.698296
H  -1.074283  3.338769  5.948674
C  1.717259  2.940304  4.793238
C  -0.573076  3.884853  5.130975
N  0.323994  3.035566  4.370473
H  2.276169  2.481532  3.972188
C  -0.120191  2.209544  3.439066
O  0.697789  1.435306  2.832794
H  -1.345483  4.275402  4.455913
H  -1.190833  2.193880  3.183517
H  2.076270  3.955294  4.976101
H  0.043260  4.704900  5.514290
H  2.022482  0.369897  -3.358132
H  2.583796  -2.564427  -2.676807
C  2.975105  0.235291  -2.820188
C  3.250400  -2.064281  -1.959930
N  2.813602  -0.699464  -1.724523
H  3.347365  1.213922  -2.486059
C  2.295106  -0.366433  -0.540794
O  2.138112  0.820095  -0.146850
H  3.235586  -2.603393  -1.003904
H  2.044239  -1.233704  0.092317
H  3.713125  -0.212682  -3.503161
H  4.267871  -2.054734  -2.367961
O  -0.242609  -0.570391  -2.491215
C  -1.294306  -1.382421  -2.235649
C  0.156734  -3.147931  -1.110829
C  -1.096664  -2.585819  -1.317348
H  1.023820  -2.634386  -1.525234
C  0.302578  -4.294673  -0.326897
H  -2.252794  -0.849969  -2.022053
C  -2.220207  -3.159611  -0.715754
H  1.302629  -4.703971  -0.162848
C  -0.830770  -4.893945  0.242864
C  -2.086247  -4.298673  0.079746
H  -3.184976  -2.675632  -0.870120
H  -0.727328  -5.797165  0.848713
H  -2.971720  -4.706717  0.570333
Si  -0.466067  4.036441  -1.838141
Cl  0.128313  1.924191  -1.467840
C  1.151075  4.941484  -2.056891
C  -1.484728  4.562308  -0.353627
C  -1.540501  4.029497  -3.382428
H  1.996664  4.249538  -2.077184
H  1.319818  5.659759  -1.248306
H  1.129291  5.494179  -3.002395
H  -0.917190  3.819598  -4.269137
H  -2.020817  5.023186  -3.510023
H  -2.333635  3.265004  -3.310341
H  -2.206851  3.772887  -0.070864
H  -2.043051  5.490859  -0.585775
H  -0.823150  4.767200  0.506399
O  -1.136894  -1.432984  5.766958
Cl  -0.608473  -0.065916  5.362052
O  -0.858287  0.872785  6.499482
O  0.876369  -0.198234  5.170030
O  -1.333264  1.663606  0.919268

Cartesian forces, eV/Å:
C 0.03 0.06 0.00
C -0.39 -0.26 -0.61
H -0.08 0.15 0.22
H -0.31 -0.26 -0.31
H 0.30 -0.12 -0.11
C 0.51 0.61 0.69
C 0.13 -0.26 -0.41
H -0.24 0.19 -0.02
H -0.20 -0.16 -0.01
H 0.23 -0.08 0.03
H -0.19 0.02 -0.34
Ru -1.58 -2.47 1.00
Cl 0.98 1.93 0.18
C 0.56 -0.64 0.30
O 0.03 -0.17 0.30
N 0.14 0.77 -1.31
C 0.22 0.14 0.07
C -0.98 -0.15 0.23
H 0.42 -0.09 0.07
H -0.15 -0.09 -0.03
H -0.16 0.13 0.09
H 0.13 0.31 -0.19
H 0.27 -0.16 0.21
H -0.01 -0.88 -0.59
H -0.45 0.33 -0.13
H -0.36 0.09 -0.28
H 0.46 0.11 -0.22
C 0.39 0.05 -0.17
C -0.45 0.09 0.07
N -0.36 -1.11 -0.27
H -0.03 0.18 0.33
C 0.95 0.10 0.76
O -0.94 0.49 -0.17
H 0.21 0.03 0.20
H 0.33 0.25 0.12
H 0.04 -0.10 -0.03
H -0.41 -0.08 0.01
H 0.30 -0.07 0.23
H 0.27 0.05 0.07
C 0.22 0.24 -0.45
C -0.19 -0.15 0.00
N 0.01 0.15 0.49
H -0.19 -0.36 0.07
C 0.36 0.72 0.46
O 0.87 -2.08 -0.82
H 0.08 0.02 -0.37
H 0.06 0.45 0.04
H -0.27 0.34 0.13
H -0.17 -0.05 0.19
O 0.92 -0.25 0.59
C -1.11 -0.46 0.24
C 0.11 0.10 0.24
C -0.41 0.21 -0.30
H -0.46 -0.31 0.09
C -0.37 0.05 -0.11
H 0.58 -0.14 0.37
C 0.39 0.08 0.00
H -0.36 0.00 -0.02
C 0.18 0.26 0.08
C 0.02 0.06 -0.19
H 0.11 -0.23 0.14
H -0.03 0.32 -0.17
H 0.31 -0.02 -0.15
Si -0.35 0.02 0.51
Cl -0.83 1.42 -2.11
C -0.09 0.11 -0.20
C -0.01 0.00 0.09
C 0.19 -0.19 -0.07
H -0.10 0.08 0.04
H -0.05 -0.21 -0.06
H 0.04 -0.05 0.04
H -0.35 0.08 0.24
H 0.33 -0.53 0.10
H 0.30 0.32 -0.05
H 0.36 0.39 -0.12
H 0.27 -0.40 0.00
H -0.31 -0.15 -0.32
O 0.74 1.95 0.24
Cl 0.54 -1.05 1.17
O 0.19 -0.37 -0.76
O -1.15 0.13 0.26
O 0.02 0.53 0.43

---

Entry from the OMol25 dataset: a 5-piece molecular cluster, C23H43F8O9PS4 overall (ωB97M-V/def2-TZVPD).

The calculation puts the HOMO energy at -8.028 eV. The net charge is 0. The multiplicity is 1.

Positions of all 88 atoms, in Å:
F  -8.562687  3.367318  -3.425109
C  -8.964463  3.694061  -2.019423
F  -10.001237  4.788965  -2.092837
C  -9.730545  2.343056  -1.407359
F  -10.721231  2.678668  -0.338163
F  -10.560155  1.828327  -2.559924
C  -8.702566  1.126808  -1.018314
F  -7.766787  0.804665  -2.153355
F  -9.545377  -0.104888  -0.824385
C  -7.855612  1.344163  0.367857
F  -8.111903  0.133431  1.234486
F  -8.162007  2.591142  1.105547
C  -6.201177  1.352810  0.130954
O  -5.762889  2.669000  -0.358802
C  -4.290520  2.720901  -0.548043
C  -4.041967  3.916477  -1.688146
P  -4.526983  5.636811  -0.943014
H  -8.077901  4.063634  -1.351198
H  -5.824162  0.446533  -0.506040
H  -5.732076  1.234614  1.221917
H  -3.689518  2.901751  0.441840
H  -3.951331  1.687173  -1.028999
H  -4.866280  3.706671  -2.525105
H  -2.966445  3.893164  -2.150719
H  -5.916907  5.229203  -0.852356
H  -3.547322  5.536587  0.108680
H  -4.146256  6.307816  -2.184788
H  -4.962358  6.939580  -0.422841
C  1.727544  2.701452  -2.744379
C  2.471834  4.013479  -2.987725
C  1.438835  5.053939  -3.417167
S  -0.107449  4.560530  -2.670699
O  -1.031367  4.195037  -3.723753
O  -0.455257  5.503527  -1.626553
C  0.506031  3.067961  -1.914727
H  2.355840  1.967120  -2.231904
H  1.415021  2.270402  -3.703006
H  2.955807  4.336104  -2.057875
H  3.255566  3.900037  -3.743234
H  1.707167  6.054650  -3.069180
H  1.304495  5.060346  -4.502332
H  -0.267507  2.298220  -1.925734
H  0.786726  3.305729  -0.884327
C  0.765871  -2.372306  0.300745
C  0.259764  -2.361176  -1.140898
C  0.215693  -0.904775  -1.600270
S  1.469082  -0.046214  -0.660297
O  0.818070  0.912530  0.207531
O  2.558788  0.321019  -1.542413
C  1.972374  -1.445661  0.321469
H  1.028509  -3.381491  0.631189
H  -0.014022  -1.988634  0.969329
H  0.952820  -2.927211  -1.775101
H  -0.724144  -2.832590  -1.228033
H  0.434869  -0.812639  -2.667036
H  -0.750439  -0.443807  -1.377184
H  2.245620  -1.118518  1.326106
H  2.832669  -1.908177  -0.171499
C  2.717293  -2.972892  5.766564
C  1.743021  -3.944176  5.101732
C  1.500914  -3.447789  3.677284
S  2.977216  -2.562733  3.198878
O  2.640005  -1.165844  3.022448
O  3.682894  -3.323952  2.187437
C  3.829243  -2.745859  4.753267
H  3.106887  -3.369620  6.708611
H  2.206663  -2.026758  5.982266
H  2.189354  -4.945611  5.072542
H  0.803762  -4.019737  5.658490
H  1.334247  -4.277082  2.985176
H  0.659122  -2.751249  3.633830
H  4.424116  -1.854736  4.960655
H  4.478354  -3.623350  4.677686
C  8.153353  -6.001920  0.065685
C  7.235260  -4.999013  -0.631369
C  6.661551  -4.077986  0.444101
S  7.869978  -4.031941  1.759107
O  7.294500  -4.649530  2.935349
O  8.486466  -2.720782  1.794542
C  9.011293  -5.182737  1.018377
H  8.766100  -6.557369  -0.650308
H  7.551267  -6.724578  0.629332
H  7.817780  -4.409355  -1.349636
H  6.437581  -5.500035  -1.188669
H  6.500481  -3.066302  0.063222
H  5.728856  -4.474474  0.854650
H  9.489315  -5.785588  1.792360
H  9.762985  -4.604326  0.472991

Cartesian forces, eV/Å:
F -1.10 1.11 4.56
C -1.73 0.74 -1.36
F 3.19 -3.40 0.14
C -2.67 0.02 -2.16
F 3.70 -1.23 -3.25
F 2.43 1.39 3.62
C -1.18 -2.53 -0.30
F -3.06 1.35 3.68
F 2.58 3.88 -0.84
C 2.14 -0.73 1.44
F 0.53 3.95 -2.33
F 0.17 -3.78 -2.27
C 0.34 0.36 1.83
O 0.46 -2.01 0.31
C 0.66 -0.14 -1.90
C -0.85 -1.76 0.14
P 0.01 0.40 -1.00
H -1.56 -0.67 -1.64
H -1.02 1.80 0.89
H -1.26 0.00 -2.16
H -1.36 -0.28 -1.65
H -0.59 2.03 1.14
H 1.90 0.33 1.55
H -2.02 -0.04 0.96
H 0.54 -0.10 0.01
H -0.28 -0.12 -0.21
H -0.15 -0.47 0.64
H 0.21 -0.11 0.16
C 0.32 0.11 -0.19
C 0.18 0.00 0.04
C 0.58 0.43 -0.34
S 0.19 -0.06 0.39
O -0.12 0.28 0.25
O -0.36 -0.14 -0.47
C 0.18 -0.29 0.13
H -0.35 0.66 -0.42
H -0.01 0.02 0.07
H -0.08 -0.06 -0.12
H -0.12 0.05 0.12
H -0.28 -0.10 -0.10
H -0.13 0.00 0.18
H -0.07 0.26 0.05
H -0.14 -0.04 -0.15
C -0.10 -0.02 0.11
C -0.11 -0.38 -0.12
C -0.53 -0.15 -0.55
S 0.33 -0.73 0.51
O 0.28 0.06 -0.41
O -0.11 -0.44 0.60
C 0.04 -0.14 -0.20
H 0.00 0.13 -0.06
H 0.08 -0.02 -0.02
H -0.09 0.09 0.11
H 0.14 0.09 -0.05
H -0.02 0.18 0.19
H 0.19 0.04 0.01
H -0.13 0.27 -0.80
H -0.10 0.12 0.01
C -0.14 0.14 0.21
C -0.07 -0.30 0.26
C -0.65 -0.32 0.02
S 0.60 -0.55 0.52
O 0.33 -0.23 0.55
O -0.30 0.56 -0.11
C 0.28 0.01 0.46
H -0.04 0.09 -0.16
H 0.11 -0.10 0.00
H -0.06 0.15 0.00
H 0.14 -0.01 -0.13
H 0.08 0.27 -0.03
H 0.19 -0.01 -0.07
H -0.04 -0.08 -0.23
H -0.04 0.14 -0.13
C -0.07 -0.27 -0.06
C 0.03 -0.02 -0.36
C -0.56 0.03 -0.45
S 0.19 0.44 0.05
O 0.19 0.35 -0.11
O -0.32 -0.48 0.36
C 0.38 -0.41 -0.17
H -0.08 0.06 0.13
H 0.12 0.07 -0.05
H -0.07 -0.09 0.10
H 0.12 0.11 0.08
H 0.01 -0.11 0.30
H 0.18 0.16 0.09
H -0.08 0.22 0.03
H -0.12 -0.01 0.14

---

Taking the records one at a time from the top gives max |F| values of 0.0431 0.0602 0.0988 hartree/bohr.